# 1
{
  "formula": "C23H41ClN3O3PtSi",
  "method": "ωB97M-V/def2-TZVPD",
  "species": ["Pt", "C", "O", "C", "C", "O", "C", "H", "H", "H", "H", "H", "H", "H", "H", "H", "H", "C", "C", "C", "C", "C", "O", "C", "C", "C", "C", "C", "C", "Cl", "C", "C", "C", "N", "C", "N", "C", "N", "H", "H", "H", "H", "H", "H", "H", "H", "H", "H", "H", "H", "H", "H", "H", "H", "H", "H", "H", "H", "H", "H", "C", "Si", "C", "C", "H", "H", "H", "H", "H", "H", "H", "H", "H"],
  "positions_angstrom": [[0.504359, -2.444672, 1.879957], [3.420616, -3.353993, 1.070272], [2.401963, -3.805043, 1.976235], [2.862990, -3.811329, 3.337421], [1.807463, -4.428346, 4.203672], [0.661064, -3.601037, 4.120432], [-0.413607, -4.012119, 4.961616], [4.311358, -3.973440, 1.176860], [3.679995, -2.311423, 1.262707], [3.026090, -3.461510, 0.064512], [3.070968, -2.790392, 3.665806], [3.780073, -4.399836, 3.396899], [2.168464, -4.473888, 5.235251], [1.577430, -5.442694, 3.863566], [-0.127683, -3.930858, 6.011955], [-0.702648, -5.043014, 4.744190], [-1.252562, -3.350358, 4.763056], [0.190564, 1.434126, -5.554956], [0.612332, 1.667124, -4.099414], [0.716021, 3.178233, -3.845552], [2.018933, 1.077850, -3.879433], [-0.415609, 1.018829, -3.106884], [0.012179, 1.207987, -1.762896], [-1.847122, 1.553850, -3.346991], [-2.838960, 1.401578, -2.192108], [-2.806671, 2.459565, -1.107107], [-3.664452, 2.308404, -0.016779], [-3.673343, 3.208417, 1.034215], [-2.807700, 4.292311, 1.008231], [-2.770032, 5.397873, 2.342940], [-1.976116, 4.493734, -0.075058], [-1.984692, 3.579939, -1.126615], [-0.390732, -0.531134, -3.297152], [-0.516431, -1.300712, -2.062488], [0.449151, -1.620649, -1.214613], [-0.064185, -2.326628, -0.215768], [-1.401973, -2.385057, -0.514732], [-1.706134, -1.778525, -1.630547], [0.951920, 1.839613, -6.225958], [-0.752959, 1.931327, -5.790193], [0.084935, 0.368881, -5.786271], [1.470517, 3.599509, -4.511153], [1.035530, 3.392079, -2.821820], [-0.214656, 3.710452, -4.047866], [2.766673, 1.743032, -4.312595], [2.152259, 0.106857, -4.364065], [2.238163, 0.979741, -2.813939], [-0.198862, 2.105189, -1.477035], [-2.247347, 1.017817, -4.208423], [-1.815557, 2.601701, -3.643335], [-2.720256, 0.423780, -1.726393], [-3.845998, 1.403585, -2.617268], [-4.344999, 1.461942, 0.006056], [-4.347033, 3.078009, 1.871853], [-1.329229, 5.361614, -0.106957], [-1.348007, 3.791438, -1.979991], [0.548407, -0.836865, -3.744827], [-1.200883, -0.848313, -3.944239], [1.485362, -1.350222, -1.342019], [-2.131141, -2.906435, 0.085283], [2.352723, 0.065583, 3.489573], [0.597536, -0.392092, 3.018443], [-0.523169, -0.286801, 4.512279], [-0.013651, 0.833671, 1.738066], [2.372644, 1.126899, 3.764747], [3.038312, -0.074900, 2.648874], [2.723152, -0.507995, 4.345092], [-0.567260, 0.760265, 4.835109], [-0.165379, -0.889992, 5.351926], [-1.542138, -0.604367, 4.268146], [0.005778, 1.837364, 2.182949], [-1.042591, 0.623185, 1.431390], [0.615819, 0.831291, 0.843856]],
  "atomic_forces_ev_per_a": [[-0.031, -0.583, 0.021], [-0.002, -0.043, 0.022], [-0.041, 0.439, -0.040], [0.154, -0.103, -0.010], [-0.129, 0.026, -0.016], [-0.091, 0.010, 0.130], [0.018, -0.060, -0.072], [-0.015, -0.056, 0.020], [-0.029, 0.023, 0.050], [-0.053, -0.013, -0.018], [0.023, 0.066, -0.083], [0.044, -0.038, -0.034], [0.026, -0.017, 0.033], [-0.053, -0.033, 0.005], [0.034, 0.008, 0.019], [-0.004, -0.008, -0.019], [0.027, 0.023, -0.012], [-0.033, -0.008, 0.012], [0.083, -0.004, 0.037], [-0.016, -0.026, 0.015], [-0.051, -0.016, 0.000], [-0.073, -0.107, 0.032], [0.064, 0.091, 0.028], [0.030, 0.003, 0.053], [0.020, 0.059, -0.056], [0.052, -0.062, 0.032], [-0.009, -0.072, 0.060], [-0.044, -0.054, 0.024], [0.023, -0.027, -0.031], [-0.025, 0.022, 0.004], [0.067, 0.017, -0.076], [-0.012, 0.105, -0.013], [-0.036, 0.074, 0.098], [-0.063, 0.084, -0.263], [-0.027, -0.052, 0.024], [-0.247, 0.019, 0.152], [0.164, -0.051, -0.128], [0.208, 0.018, 0.000], [-0.040, -0.040, 0.037], [0.057, -0.031, 0.001], [0.012, 0.087, 0.002], [-0.013, 0.003, 0.013], [-0.008, 0.008, -0.047], [0.040, -0.020, 0.020], [-0.014, -0.021, -0.008], [0.000, 0.060, 0.036], [0.017, 0.021, -0.039], [-0.034, -0.050, 0.021], [-0.013, 0.054, -0.031], [0.014, -0.022, -0.053], [-0.025, -0.034, 0.040], [-0.001, -0.004, -0.010], [0.055, 0.044, 0.017], [0.041, -0.008, -0.032], [-0.022, -0.046, 0.015], [-0.021, -0.036, 0.046], [-0.005, -0.059, -0.024], [-0.026, -0.092, -0.032], [-0.085, 0.060, 0.015], [0.054, 0.055, 0.006], [0.045, -0.065, 0.051], [0.082, 0.479, 0.008], [-0.047, -0.135, 0.073], [-0.030, 0.063, 0.005], [0.038, -0.100, -0.009], [-0.004, 0.044, 0.073], [-0.024, 0.065, -0.085], [-0.010, -0.101, 0.010], [-0.034, 0.066, -0.078], [0.083, 0.063, 0.051], [-0.021, -0.058, -0.110], [0.045, 0.054, -0.023], [-0.061, 0.044, 0.040]],
  "spin_multiplicity": 3,
  "total_charge": 1,
  "s_squared": 2.005,
  "homo_lumo_gap_ev": [8.09, 6.55],
  "e_tot_ha": -2159.71895
}

=====

# 2
{
  "formula": "C23H41ClP2Y",
  "method": "ωB97M-V/def2-TZVPD",
  "species": ["Y", "C", "C", "C", "C", "C", "C", "H", "H", "H", "C", "H", "H", "H", "C", "H", "H", "H", "C", "H", "H", "H", "C", "H", "H", "H", "C", "C", "C", "C", "C", "C", "C", "C", "H", "H", "H", "H", "H", "H", "H", "H", "H", "H", "H", "H", "P", "C", "C", "P", "C", "C", "C", "H", "H", "H", "H", "H", "H", "H", "H", "H", "H", "H", "H", "H", "H", "Cl"],
  "positions_angstrom": [[2.010050, -0.352989, 1.404449], [-0.394750, -0.372396, 2.817671], [-0.206930, -1.663871, 2.213465], [1.587723, -1.274430, 3.615222], [0.725708, -0.131564, 3.675038], [1.011986, -2.220814, 2.682412], [-1.724090, 0.266858, 2.981900], [-1.978873, 0.856619, 2.095584], [-1.751719, 0.946931, 3.844848], [-2.507518, -0.503408, 3.088277], [0.850215, 0.983069, 4.639382], [-0.089234, 1.549516, 4.642343], [1.653057, 1.694450, 4.391869], [1.026335, 0.581524, 5.652907], [2.827336, -1.515719, 4.394475], [2.616441, -1.349233, 5.457547], [3.631521, -0.828170, 4.108269], [3.202009, -2.538896, 4.278420], [1.529477, -3.559014, 2.313102], [1.984498, -4.035181, 3.185984], [2.309962, -3.513246, 1.530542], [0.718809, -4.193053, 1.937391], [-1.281536, -2.369103, 1.481104], [-1.262333, -3.439731, 1.722456], [-1.229195, -2.295200, 0.375711], [-2.277435, -1.981031, 1.763615], [-2.216706, 2.417331, 0.031165], [-3.170806, 1.477005, 0.092782], [-3.264905, 0.152849, -0.596336], [-2.802071, 0.096544, -2.087225], [-1.294204, 0.059482, -2.436513], [-0.369639, -0.257647, -1.276380], [-0.316568, 0.803419, -0.162043], [-0.887217, 2.184329, -0.578131], [-4.372849, -0.049503, -0.588945], [-3.354139, 0.882913, -2.628021], [-2.879148, -0.718628, 0.003741], [-0.972065, 2.261435, -1.714770], [-2.379624, 3.404440, 0.464988], [-4.054418, 1.705231, 0.675849], [-0.170648, 2.969168, -0.300477], [-0.913235, 0.404396, 0.666156], [-0.587754, -1.223431, -0.812366], [0.726422, 1.065658, 0.246904], [-3.237755, -0.858921, -2.447584], [-1.218913, -0.754181, -3.175589], [-0.220435, 1.599400, -3.150778], [0.070380, 3.425854, -3.533959], [-0.845979, 1.044849, -4.768309], [1.404441, -0.502564, -1.901856], [1.490930, 1.088689, -2.820810], [1.209544, -1.790215, -3.163524], [2.976275, -0.519836, -1.068453], [1.055945, 3.794605, -3.210763], [-0.681976, 4.070852, -3.061937], [0.003825, 3.586176, -4.615717], [-0.538565, 1.719932, -5.566191], [-1.931842, 1.072186, -4.688332], [-0.546527, 0.021905, -4.990225], [3.746175, -0.249965, -1.815209], [3.247980, -1.521380, -0.671273], [3.130403, 0.321762, -0.308362], [2.001402, 1.842656, -2.195222], [2.071280, 1.012648, -3.751709], [1.712400, -2.702391, -2.811769], [1.668195, -1.525599, -4.134153], [0.160697, -2.060756, -3.366666], [3.570171, 1.507384, 1.924015]],
  "atomic_forces_ev_per_a": [[-1.595, -0.494, 0.772], [1.213, -1.373, 1.072], [0.436, 0.855, 0.380], [-0.947, -0.595, -0.759], [0.130, -1.154, -0.527], [-0.640, 1.126, 0.814], [-0.349, 0.586, -0.535], [-0.304, 0.057, 0.324], [-0.066, -0.332, -0.296], [0.310, 0.366, 0.129], [0.036, 0.582, 0.416], [0.342, -0.023, 0.220], [-0.141, -0.270, 0.147], [-0.037, 0.298, -0.339], [0.425, 0.172, 0.404], [0.222, -0.040, -0.099], [0.083, -0.042, 0.191], [-0.131, 0.205, 0.023], [0.412, -0.322, -0.032], [-0.045, -0.117, -0.183], [-0.140, -0.180, 0.077], [0.276, 0.065, 0.043], [-0.668, -0.560, -0.747], [-0.118, 0.197, -0.087], [-0.029, -0.172, 0.676], [0.470, -0.251, -0.064], [-0.438, -0.244, 0.168], [0.023, 0.933, 0.207], [-0.698, -0.721, -0.092], [-0.579, -0.239, 0.437], [0.787, -1.111, 0.866], [0.696, -0.666, 0.432], [-0.252, 0.681, -0.042], [0.089, 0.362, 0.892], [0.992, 0.005, -0.330], [0.315, -0.030, 0.094], [0.046, 0.855, -0.525], [-0.107, 0.118, 1.674], [-0.150, -0.306, 0.078], [-0.067, 0.250, -0.022], [-0.289, -0.060, -0.042], [0.461, 0.447, -0.314], [0.096, 0.131, -0.134], [-0.923, -0.346, -0.706], [0.309, 0.510, -0.034], [0.167, 0.377, 0.293], [-1.581, 0.380, -2.448], [0.588, 0.673, -0.568], [0.694, 0.680, -0.849], [-2.459, 0.086, 0.117], [0.314, -0.395, 0.299], [0.846, -0.908, -0.252], [2.182, 0.240, -0.527], [-0.237, -0.151, 0.005], [0.046, -0.328, -0.003], [0.038, 0.066, 0.160], [-0.037, -0.222, -0.212], [-0.047, -0.017, -0.018], [0.031, 0.050, -0.130], [0.377, 0.066, 0.232], [-0.247, 0.481, -0.175], [0.037, -0.625, -1.155], [-0.366, -0.155, -0.203], [-0.070, -0.115, 0.185], [-0.119, 0.143, -0.140], [-0.080, 0.089, 0.526], [0.428, 0.323, 0.412], [0.039, 0.113, -0.180]],
  "total_charge": 1,
  "homo_lumo_gap_ev": [5.01, 5.28],
  "e_tot_ha": -2081.81452
}